1.
An isolated molecule of C8H13PS at a distorted geometry, computed with the ωB97M-V functional and the def2-TZVPD basis.

```
23
Properties=species:S:1:pos:R:3:forces:R:3:nbo_charge:R:1
C 3.08182 -0.87730 0.19275 -4.839 1.636 -2.341 -0.684
C 0.12859 -1.04167 -0.21644 -0.986 -0.502 0.466 -0.192
C 2.20507 0.29100 0.04656 0.158 -1.082 1.715 0.062
C 0.77251 0.10175 -0.36689 2.102 2.658 -0.579 -0.005
C 2.76046 1.60215 0.72801 0.308 -1.990 -0.743 -0.657
C 0.11217 1.32675 -1.03450 -0.288 -1.078 1.142 -0.653
C -3.94526 -0.83261 0.13323 0.105 4.083 -0.715 -0.722
C -1.29494 -1.29017 -0.47640 -0.245 -0.401 0.793 -0.554
P 2.70090 -2.39305 -0.40537 0.058 -0.822 -0.181 0.401
S -2.30205 -0.70046 0.90692 -0.255 1.146 0.718 0.180
H 3.92141 -0.67213 0.69119 3.428 0.535 1.880 0.214
H 0.41674 -1.77700 0.46367 1.464 -1.021 1.050 0.208
H 2.08753 2.23112 1.21920 -1.813 0.686 0.591 0.218
H 3.19536 2.22186 -0.02500 0.707 0.423 -0.553 0.221
H 3.49357 1.39345 1.52955 -0.068 -0.299 -0.762 0.222
H -0.86640 1.56837 -0.63816 -0.371 -0.362 0.383 0.225
H -0.05070 1.20716 -2.08777 0.418 -0.037 -0.680 0.225
H 0.69537 2.17400 -0.78156 0.732 0.934 -0.340 0.218
H -4.67481 -0.89646 0.90766 -0.492 -0.632 0.378 0.230
H -3.74153 -1.64454 -0.45119 -0.769 -2.513 -1.518 0.207
H -4.32239 0.05730 -0.59043 1.317 -1.742 1.672 0.204
H -1.50026 -2.34590 -0.50514 0.083 -0.506 -0.470 0.221
H -1.63945 -0.81400 -1.32720 -0.753 0.887 -1.905 0.212
```
Forces are in eV/Å.

Values from the calculation:
Multiplicity: 1
ΔE to the lowest compared entry with this formula, charge and spin: 325.10 kJ/mol
HOMO (alpha / beta): -0.27595 / -0.26167 hartree
Total energy: -28626.168 eV

***

2.
An isolated molecule of C8H14 at a distorted geometry, computed with the ωB97M-V functional and the def2-TZVPD basis.

```
22
Properties=species:S:1:pos:R:3:forces:R:3:nbo_charge:R:1
C 2.78769 0.53431 0.14507 -2.884 -1.901 0.798 -0.635
C 1.31291 0.85818 -0.09109 -2.844 -3.758 1.265 -0.151
C 0.15332 0.61324 0.89130 0.841 -1.800 -3.402 -0.258
C -1.03545 0.24463 -0.04270 1.407 1.284 1.143 -0.070
C -1.35366 1.15936 -1.22864 2.008 1.308 -0.270 -0.640
C -2.22278 -0.22838 0.76248 -1.080 3.007 -0.246 -0.611
C 0.14800 -0.63308 0.00223 1.402 3.913 -0.063 0.016
C 0.30941 -2.11616 -0.00122 -1.058 1.597 -2.788 -0.646
H 3.09713 -0.36025 -0.36104 -0.063 -0.635 -0.455 0.210
H 3.07497 0.38205 1.16580 0.002 0.343 0.691 0.213
H 3.27108 1.28467 -0.30816 2.376 2.893 -1.239 0.214
H 1.01132 1.47861 -0.92132 0.482 0.066 -0.115 0.200
H 0.07760 0.62205 1.92214 0.082 0.351 1.972 0.206
H -0.93121 2.25369 -1.26327 -0.755 -1.809 0.959 0.208
H -2.42857 1.26455 -1.21066 -0.268 -0.147 -1.205 0.219
H -0.74931 0.75083 -2.08106 -1.683 0.013 0.039 0.229
H -2.01024 -1.04928 1.36370 0.250 -1.768 0.770 0.211
H -3.09434 -0.34756 0.11117 0.096 -0.502 0.226 0.212
H -2.51133 0.59097 1.49315 0.154 -0.745 -0.795 0.207
H -0.18601 -2.40620 -0.99868 0.107 -0.255 1.844 0.223
H -0.02595 -2.57569 0.89119 -0.449 -0.828 0.614 0.217
H 1.30542 -2.32053 -0.24040 1.876 -0.627 0.257 0.225
```
Forces are in eV/Å.

Values from the calculation:
Multiplicity: 1
ΔE to the lowest compared entry with this formula, charge and spin: 415.29 kJ/mol
HOMO: -0.29238 hartree
SMILES: C[C@@H]1[C@H]2C(C)(C)[C@@]12C
Total energy: -8518.776 eV

***

3.
A cluster of 2 separate species, C8H14 in total at a distorted geometry, computed with the ωB97M-V functional and the def2-TZVPD basis.

```
22
Properties=species:S:1:pos:R:3:forces:R:3:nbo_charge:R:1
C -1.99470 -0.42013 -1.06409 -0.242 -0.541 -0.457 -0.700
C -1.97445 -0.28245 0.44903 -1.826 2.597 1.654 -0.381
C -0.92305 -1.15311 1.05957 -2.561 -2.264 2.240 -0.536
C 0.32315 -0.93236 0.46380 2.622 -1.649 -0.979 0.044
C 1.09691 1.22406 1.55924 -1.510 -0.980 -0.853 -0.331
C 1.03312 0.29011 0.51983 1.434 1.420 -0.472 -0.137
C 1.96449 0.41117 -0.65109 1.765 -2.348 3.442 -0.172
C 2.28904 1.54834 -1.20717 0.033 -0.607 -1.198 -0.394
H -0.87617 -0.51415 -1.30092 -2.187 0.102 -0.685 0.240
H -2.59540 -1.28865 -1.48790 1.057 0.494 0.927 0.208
H -2.44702 0.40203 -1.61364 0.214 0.491 0.314 0.214
H -1.66448 0.77844 0.80034 -0.486 -1.236 -1.092 0.189
H -2.92280 -0.40887 1.09004 0.970 -0.160 -1.504 0.215
H -0.93227 -0.96433 2.17906 0.361 -0.108 -1.087 0.255
H -1.22900 -2.22428 0.94994 0.318 0.688 0.098 0.220
H 0.91082 -1.89238 0.24018 -0.461 1.958 -0.130 0.253
H 0.40856 -1.05702 -2.22284 0.277 -0.237 1.365 -0.225
H 2.07110 1.49346 1.91840 0.364 1.004 -0.672 0.214
H 0.23684 1.65283 2.10419 0.415 -1.184 0.210 0.205
H 2.57710 -0.53043 -0.70948 -0.749 0.951 -1.065 0.208
H 2.89872 1.43637 -2.08375 0.511 0.691 -0.165 0.210
H 1.74948 2.43135 -0.99273 -0.321 0.918 0.109 0.202
```
Forces are in eV/Å.

Values from the calculation:
Multiplicity: 1
ΔE to the lowest compared entry with this formula, charge and spin: 834.07 kJ/mol
HOMO: -0.25296 hartree
Total energy: -8514.435 eV

***

4.
A cluster of 2 separate species, C8H14BBrFO5 in total at a distorted geometry, computed with the ωB97M-V functional and the def2-TZVPD basis.

```
30
Properties=species:S:1:pos:R:3:forces:R:3:nbo_charge:R:1
C 0.91761 -1.05139 2.26196 0.379 0.240 -0.835 -0.634
C 0.23999 0.01911 1.41856 0.426 -0.604 0.561 -0.151
Br 1.51943 0.51307 -0.01817 -0.077 0.072 -0.236 -0.140
C -0.11440 1.22788 2.21787 -0.275 0.282 0.079 -0.471
C -1.39799 0.95844 3.01955 -0.707 -0.350 0.282 0.082
C -2.62166 1.73096 2.46923 -1.041 -0.875 -0.332 -0.090
O -3.69033 0.81105 2.38164 0.097 -0.096 0.437 -0.731
B -3.00771 -0.48098 2.11447 0.130 0.246 -0.263 0.443
O -1.80160 -0.38307 2.98874 0.384 -0.302 0.002 -0.741
H 1.97376 -0.81831 2.33448 0.258 0.069 0.354 0.192
H 0.45199 -1.10694 3.22993 -0.230 -0.137 0.256 0.245
H 0.84713 -1.99136 1.73201 -0.077 -0.438 0.112 0.206
H -0.62847 -0.40045 0.95039 -0.312 0.072 -0.561 0.262
H 0.70549 1.45709 2.88556 0.361 0.251 0.130 0.192
H -0.30277 2.07267 1.56773 0.171 0.318 -0.152 0.210
H -1.23594 1.20056 4.06903 0.165 0.333 0.217 0.151
H -2.42146 2.06563 1.44533 0.276 0.488 -0.025 0.142
H -2.97192 2.52466 3.11827 0.298 0.581 0.025 0.164
H -2.66662 -0.43911 0.89971 0.077 -0.233 -0.069 -0.200
H -3.60658 -1.50579 2.38147 -0.296 0.093 0.002 -0.124
C 2.34869 -0.57355 -3.42743 0.040 -0.160 0.238 -0.140
C 1.24264 -0.03350 -4.30041 0.138 0.169 -0.105 0.446
O 1.66278 -0.42089 -5.60260 -0.151 -0.282 0.129 -0.500
C 2.43163 -1.53963 -5.47046 0.126 0.003 0.003 0.969
O 2.74274 -2.25391 -6.36554 0.005 0.094 0.032 -0.571
O 2.78212 -1.72106 -4.17632 -0.103 0.141 -0.104 -0.486
F 1.15756 1.31595 -4.24946 0.033 0.012 -0.080 -0.323
H 3.17297 0.13535 -3.34196 -0.063 0.106 -0.078 0.198
H 2.01199 -0.85410 -2.43464 0.023 -0.195 -0.041 0.239
H 0.25891 -0.45840 -4.09895 -0.055 0.102 0.023 0.160
```
Forces are in eV/Å.

Values from the calculation:
Multiplicity: 1
HOMO: -0.15733 hartree
Charge: -1
Total energy: -92199.468 eV